Entry 1:
DFT (ωB97M-V with the def2-TZVPD basis set) results for a structure of composition C41H46AsN5O3SbScSe4 at a distorted geometry.

```
102
Properties=species:S:1:pos:R:3:mulliken_charge:R:1
Sc -0.17 0.32 -1.05 -1.195
C 2.70 2.06 0.17 -1.612
N 2.80 1.22 -1.02 1.573
C 3.44 -0.04 -0.68 0.043
C 3.61 -1.03 -1.81 -1.210
C 2.36 -1.42 -2.57 -0.937
N 1.22 -1.75 -1.72 0.822
C 0.65 -2.86 -1.97 -0.587
C -0.62 -3.34 -1.44 0.497
C -1.12 -4.57 -1.89 -0.797
C -2.37 -5.00 -1.51 -0.880
C -3.14 -4.17 -0.67 -0.649
C -2.66 -2.96 -0.20 -0.825
C -1.36 -2.53 -0.56 0.273
O -0.87 -1.42 -0.11 2.446
C 3.45 1.95 -2.12 -1.429
C 2.81 1.79 -3.49 -0.829
C 1.35 2.27 -3.59 -1.188
N 0.60 2.26 -2.33 1.500
C -0.02 3.34 -2.05 -0.879
C -0.81 3.65 -0.85 0.722
C -1.75 4.67 -0.96 -0.676
C -2.65 4.92 0.05 -0.964
C -2.54 4.19 1.23 -0.591
C -1.56 3.22 1.38 -0.687
C -0.74 2.86 0.31 -0.074
O 0.06 1.79 0.36 2.100
H 3.70 2.37 0.52 0.309
H 2.20 1.52 0.96 0.013
H 2.10 2.94 -0.05 0.321
H 2.82 -0.50 0.09 -0.670
H 4.43 0.13 -0.22 0.350
H 4.04 -1.93 -1.34 0.523
H 4.35 -0.68 -2.54 0.365
H 2.63 -2.24 -3.25 0.486
H 2.01 -0.61 -3.20 0.032
H 1.12 -3.53 -2.70 0.097
H -0.51 -5.17 -2.56 0.368
H -2.76 -5.95 -1.87 0.359
H -4.15 -4.47 -0.40 0.380
H -3.26 -2.31 0.41 0.515
H 4.51 1.67 -2.18 0.468
H 3.43 3.01 -1.87 0.620
H 2.92 0.76 -3.82 0.227
H 3.39 2.39 -4.20 0.568
H 0.83 1.64 -4.31 0.043
H 1.36 3.28 -3.99 0.772
H 0.02 4.15 -2.78 0.156
H -1.83 5.20 -1.90 0.286
H -3.46 5.62 -0.09 0.330
H -3.26 4.34 2.03 0.371
H -1.50 2.63 2.29 0.278
C 3.21 2.35 4.94 -0.520
C 3.83 1.37 4.17 -0.860
C 3.06 0.51 3.40 0.036
C 1.66 0.59 3.39 -0.020
C 1.05 1.58 4.16 -0.597
C 1.82 2.45 4.93 -0.696
As 0.65 -0.54 2.12 1.219
C 1.33 -2.30 2.74 0.019
C 1.99 -2.55 3.95 -0.278
C 2.43 -3.84 4.26 -0.849
C 2.23 -4.89 3.37 -0.516
C 1.58 -4.65 2.16 -0.798
C 1.14 -3.36 1.85 -0.709
C -1.06 -0.55 3.07 -0.352
C -1.12 -0.87 4.43 0.070
C -2.33 -0.79 5.12 -0.737
C -3.48 -0.38 4.45 -0.536
C -3.42 -0.06 3.09 -1.229
C -2.21 -0.15 2.41 0.005
H 3.80 3.03 5.54 0.351
H 4.91 1.29 4.16 0.383
H 3.56 -0.25 2.80 0.446
H -0.02 1.69 4.15 0.068
H 1.33 3.22 5.53 0.409
H 2.16 -1.75 4.65 0.332
H 2.93 -4.01 5.20 0.389
H 2.57 -5.88 3.61 0.367
H 1.42 -5.45 1.45 0.449
H 0.64 -3.18 0.91 0.565
H -0.23 -1.18 4.97 0.307
H -2.37 -1.04 6.17 0.388
H -4.42 -0.29 4.98 0.377
H -4.29 0.28 2.55 0.371
H -2.18 0.10 1.36 0.545
C -3.15 0.63 -5.64 -1.036
N -1.97 0.64 -4.78 0.070
C -1.58 -0.39 -4.00 0.196
N -2.35 -1.50 -4.01 -0.478
O -0.51 -0.31 -3.35 -0.512
H -3.32 1.65 -5.97 0.348
H -4.04 0.34 -5.09 0.305
H -2.99 -0.03 -6.50 0.274
H -1.56 1.52 -4.54 0.195
H -3.35 -1.33 -4.10 0.139
H -2.12 -2.12 -3.24 0.130
Se -5.63 -0.75 -2.56 -0.785
Sb -4.75 1.42 -1.76 0.782
Se -2.37 0.75 -1.29 -0.024
Se -4.52 3.14 -3.52 -0.808
Se -5.72 2.16 0.36 -0.725
```

Values from the calculation:
Relative energy (zero: lowest compared OMol25 entry of this formula, charge and spin), eV: 0.305
HOMO energy, Ha: -0.0516
E_tot, eV: -406326.46708
Total charge: -2
Orbital gap, Ha: 0.18341

---

Entry 2:
DFT (ωB97M-V with the def2-TZVPD basis set) results for the molecule C4H10N2O at a distorted geometry.

```
17
Properties=species:S:1:pos:R:3:nbo_charge:R:1
N 2.55 -0.95 1.63 -0.836
C 1.59 -0.02 1.19 -0.207
C 0.60 -0.62 0.10 -0.404
C -0.50 0.47 -0.23 -0.169
N -1.69 0.42 0.64 -0.902
C -0.91 0.54 -1.71 0.447
O -2.01 0.26 -2.25 -0.523
H 2.08 -1.73 2.05 0.354
H 3.25 -0.67 2.30 0.369
H 0.99 0.48 2.02 0.148
H 1.97 0.86 0.69 0.191
H 1.27 -0.80 -0.90 0.210
H 0.08 -1.62 0.29 0.228
H -0.16 1.49 -0.01 0.204
H -2.51 0.48 0.11 0.391
H -1.64 0.14 1.63 0.390
H 0.12 0.77 -2.17 0.109
```

Values from the calculation:
Relative energy (zero: lowest compared OMol25 entry of this formula, charge and spin), eV: 3.024
HOMO energy, Ha: -0.3256
E_tot, eV: -9335.96330
SMILES: NCC[C@H](N)C=O
Orbital gap, Ha: 0.35675

---

Entry 3:
DFT (ωB97M-V with the def2-TZVPD basis set) results for a structure of composition C18H14BrN6O2Rb at a distorted geometry.

```
42
Properties=species:S:1:pos:R:3:nbo_charge:R:1
Rb -0.72 3.06 0.12 0.959
C -0.81 -2.19 -1.72 -0.684
C -0.48 -0.73 -1.48 0.137
N -0.72 -0.24 -0.33 -0.241
N -1.35 -1.06 0.51 -0.536
C -1.55 -0.46 1.67 0.603
O -1.09 0.66 2.06 -0.727
C -2.41 -1.31 2.61 -0.095
C -2.53 -0.79 3.89 -0.189
C -3.27 -1.44 4.86 -0.211
C -3.91 -2.63 4.52 -0.240
C -3.84 -3.12 3.19 -0.237
C -3.09 -2.46 2.21 -0.186
C 0.29 0.06 -2.43 0.184
C 1.31 -0.49 -3.21 -0.253
C 2.06 0.35 -4.05 -0.156
C 1.72 1.73 -4.15 -0.283
C 0.65 2.12 -3.45 0.040
N -0.05 1.34 -2.61 -0.441
H -0.55 -2.48 -2.77 0.190
H -1.86 -2.45 -1.52 0.234
H -0.29 -2.75 -0.94 0.234
H -2.11 0.17 4.05 0.245
H -3.45 -0.98 5.79 0.193
H -4.55 -3.03 5.26 0.190
H -4.35 -4.11 3.07 0.194
H -3.03 -2.80 1.16 0.237
H 1.47 -1.57 -3.29 0.212
H 2.88 -0.06 -4.67 0.207
H 2.31 2.45 -4.73 0.218
H 0.29 3.20 -3.53 0.185
Br -3.50 5.03 1.04 -0.985
N 2.32 0.87 0.46 -0.823
C 2.83 2.00 -0.05 0.664
O 2.16 3.07 -0.07 -0.747
C 4.23 2.03 -0.36 -0.600
C 4.92 3.25 -0.56 0.346
N 5.37 4.30 -0.74 -0.460
C 4.95 0.87 -0.42 0.312
N 5.59 -0.10 -0.20 -0.492
H 1.32 0.65 0.41 0.416
H 2.84 0.03 0.37 0.384
```

Values from the calculation:
HOMO energy, Ha: -0.0919
E_tot, eV: -102629.95460
Total charge: -2
Orbital gap, Ha: 0.24284

---

Entry 4:
DFT (ωB97M-V with the def2-TZVPD basis set) results for a structure of composition F3HN2 at a distorted geometry.

```
6
Properties=species:S:1:pos:R:3:nbo_charge:R:1
N -0.14 0.68 -0.54 0.175
N 0.79 -0.08 -0.19 0.406
F -0.20 1.82 0.22 -0.164
F 0.56 -1.29 -0.68 -0.137
F 0.74 -0.44 1.41 -0.330
H -1.75 -0.69 -0.21 0.050
```

Values from the calculation:
Relative energy (zero: lowest compared OMol25 entry of this formula, charge and spin), eV: 6.084
HOMO energy (spin up / spin down), Ha: -0.4092 / -0.4176
E_tot, eV: -11138.28787
Orbital gap (spin up / spin down), Ha: 0.31341 / 0.38023

---

- The highest E_tot belongs to which entry?
  C4H10N2O

---

- Number 2 is which compound?
  C4H10N2O

---

- Among the records above, which one has the lowest E_tot?
  C41H46AsN5O3SbScSe4